[1]
The following is a DFT calculation (the ωB97M-V functional and the def2-TZVPD basis) of a structure of composition C2H2Br2O3 at a distorted geometry.

Total charge: 0
Multiplicity: 1
E_HOMO (eV): -10.55

Geometry (Å):
1 Br 3.18910 0.50400 -0.01587
2 Br -2.61172 0.87381 -0.10292
3 O -0.44964 -0.71467 -0.78061
4 O -0.09548 0.30133 0.98851
5 O 1.73405 -0.53061 -0.19787
6 C 0.54566 0.12819 -0.25491
7 C -1.25218 -0.41007 0.30610
8 H 0.61879 1.08132 -0.81188
9 H -1.67859 -1.23330 0.86945

Forces on atoms 1 to 3 (eV/Å):
Br 0.3 0.4 0.0
Br -0.4 0.1 -0.1
O 0.1 -0.4 -0.2

[2]
The following is a DFT calculation (the ωB97M-V functional and the def2-TZVPD basis) of a cluster of 2 separate species, C3H8NS in total at a distorted geometry.

Total charge: +1
Multiplicity: 1
E_HOMO (eV): -13.94

Geometry (Å):
1 S 1.43061 -1.35460 -0.90524
2 N -1.10244 -1.20198 -0.24035
3 C 0.12586 -0.41283 0.04859
4 C 0.30036 1.97122 0.51182
5 C -0.06945 1.00253 -0.29845
6 H -0.43651 1.12523 -1.25260
7 H -1.88431 -0.55435 -0.21844
8 H 2.55432 -1.04116 -0.34061
9 H 0.57573 -0.38719 1.59015
10 H -0.93084 -1.88291 -1.11096
11 H -1.42883 -1.90622 0.40888
12 H 0.77863 1.71853 1.52150
13 H 0.08687 2.92372 0.28571

Forces on atoms 1 to 3 (eV/Å):
S -1.9 -0.2 -0.6
N 0.1 -2.1 -1.3
C 3.5 -0.8 4.2